No. 1
Molecular formula: C33H42AsN5O3SSe2Ti
Method: DFT, ωB97M-V/def2-TZVPD

Summary:
electronic energy: -273967.1523 eV
HOMO energy: -13.125 eV
energy above the lowest of the compared OMol25 structures with the same formula, charge and spin: 69.4 kJ/mol
frontier orbital gap: 0.22668 Ha
charge: +2

Each line ends with the Mulliken charge.
Geometry (Å):
Ti (-0.24447, -0.42305, -0.39961)  0.19
Se (-2.51591, 2.27446, 1.98464)  0.04
Se (-1.01338, 0.91439, 3.06662)  0.21
C (-1.77771, -0.73711, 2.45544)  -0.66
C (-2.41348, -1.51879, 3.40890)  -0.80
C (-3.13223, -2.63537, 3.01475)  -0.76
C (-3.22168, -2.91733, 1.66165)  -0.97
C (-2.53339, -2.11965, 0.77063)  -0.62
N (-1.78071, -1.06365, 1.14498)  1.89
C (-1.34357, 2.92408, 0.60194)  0.10
C (-1.49413, 4.27439, 0.30891)  -0.92
C (-0.55103, 4.90151, -0.48219)  -0.59
C (0.55444, 4.16596, -0.88148)  -1.32
C (0.60009, 2.82153, -0.57706)  -0.34
N (-0.36808, 2.15956, 0.08739)  0.76
H (-2.37840, -1.21597, 4.44560)  0.57
H (-3.64298, -3.24574, 3.74810)  0.50
H (-3.80907, -3.74495, 1.28896)  0.55
H (-2.57385, -2.32683, -0.28916)  0.49
H (-2.30765, 4.83201, 0.75302)  0.48
H (-0.64364, 5.95264, -0.72113)  0.46
H (1.37544, 4.62235, -1.41652)  0.53
H (1.44725, 2.23574, -0.88530)  0.51
C (4.30912, -1.21988, 1.79097)  -1.69
C (3.49516, -0.15732, 1.05634)  1.78
C (4.13088, 1.22167, 1.21137)  -1.72
O (3.33634, -0.49616, -0.31386)  -0.34
C (2.10266, -0.10380, 1.68229)  -0.98
O (1.93102, 0.09926, 2.84646)  -0.52
O (1.03620, -0.28440, 0.85366)  1.09
H (5.33217, -1.21858, 1.41212)  0.50
H (3.88666, -2.21269, 1.63748)  0.29
H (4.33363, -1.01332, 2.85955)  0.36
H (5.16798, 1.18549, 0.87241)  0.51
H (4.12337, 1.53053, 2.25522)  0.43
H (3.59352, 1.96371, 0.61909)  0.25
H (4.17336, -0.33454, -0.76320)  0.30
C (-0.28395, -2.64864, -3.30163)  -1.16
C (-1.51376, -1.94170, -2.81258)  -0.10
C (-2.75308, -2.07794, -3.36048)  -1.03
C (-3.60887, -1.11808, -2.74913)  -1.02
C (-2.87430, -0.43588, -1.82780)  0.11
C (-3.33277, 0.73166, -1.02116)  -1.24
N (-1.54990, -0.93604, -1.81475)  1.88
H (-0.20728, -2.52997, -4.38382)  0.42
H (-0.31813, -3.72093, -3.10948)  0.35
H (0.62848, -2.24602, -2.88378)  -0.26
H (-3.01030, -2.76342, -4.15403)  0.66
H (-4.64669, -0.93056, -2.97878)  0.66
H (-4.31681, 1.03448, -1.37595)  0.50
H (-2.67068, 1.59285, -1.13317)  0.19
H (-3.42340, 0.51585, 0.04103)  -0.04
C (-0.79264, -4.41500, -0.51108)  -1.37
As (0.47667, -2.99642, -0.10840)  1.18
C (2.12215, -3.65285, -0.89189)  -1.20
C (0.76280, -3.25712, 1.81575)  -0.04
C (1.00184, -4.69614, 2.17271)  -0.10
C (-0.05111, -5.49091, 2.61865)  -0.03
C (0.15287, -6.82615, 2.93353)  -0.85
C (1.41716, -7.38281, 2.80718)  -0.52
C (2.47716, -6.59586, 2.37929)  -0.90
C (2.27062, -5.26117, 2.06508)  -0.11
H (-0.22915, -5.30082, -0.79787)  0.51
H (-1.47629, -4.13150, -1.30534)  0.38
H (-1.35370, -4.64535, 0.39074)  0.35
H (2.10715, -4.73772, -0.81554)  0.53
H (2.96389, -3.24999, -0.34017)  0.13
H (2.20305, -3.34985, -1.93101)  0.44
H (-0.12757, -2.87280, 2.31253)  0.05
H (1.59793, -2.62270, 2.10494)  0.50
H (-1.03724, -5.05428, 2.74170)  0.28
H (-0.67245, -7.43004, 3.28738)  0.43
H (1.57967, -8.42284, 3.05646)  0.41
H (3.46935, -7.02051, 2.30007)  0.44
H (3.11117, -4.65079, 1.75534)  0.30
C (2.39883, 1.77320, -4.76811)  -0.81
N (0.96592, 1.50758, -4.67994)  0.22
C (0.03706, 1.90165, -5.62328)  -0.52
C (-1.17077, 1.48598, -5.19015)  -0.66
N (-0.96030, 0.84988, -3.98815)  0.10
C (0.34247, 0.85953, -3.67827)  0.55
S (1.23215, 0.22048, -2.32892)  -0.31
H (2.64187, 1.97794, -5.80633)  0.35
H (2.95282, 0.90149, -4.43346)  0.35
H (2.66070, 2.63260, -4.15385)  0.30
H (0.32407, 2.43581, -6.51189)  0.49
H (-2.15057, 1.58493, -5.62244)  0.53
H (-1.67906, 0.39053, -3.43386)  0.11



No. 2
Molecular formula: C33H42BF3N7S4SbSe4Tc
Method: DFT, ωB97M-V/def2-TZVPD

Summary:
electronic energy: -367604.9410 eV
HOMO energy: -15.571 eV
energy above the lowest of the compared OMol25 structures with the same formula, charge and spin: 40.2 kJ/mol
frontier orbital gap: 0.19295 Ha
charge: +3

Each line ends with the Mulliken charge.
Geometry (Å):
Tc (-0.67722, -0.23460, -0.28392)  -1.37
C (0.57391, -4.49387, -3.12749)  -1.73
C (1.48975, -3.38700, -2.71568)  0.27
C (2.86273, -3.48220, -2.77769)  -0.47
C (3.68360, -2.43956, -2.31320)  -0.53
N (3.15152, -1.29179, -1.91570)  -0.03
N (1.83790, -1.19944, -1.87135)  0.73
B (1.22414, 0.18570, -1.39950)  1.72
N (1.07622, 1.09898, -2.65045)  0.65
N (2.09459, 1.11002, -3.51268)  -0.26
C (2.02067, 1.94489, -4.52688)  -0.09
C (0.90708, 2.80800, -4.68145)  -0.43
C (-0.13984, 2.78645, -3.80223)  0.08
C (-1.35020, 3.65342, -3.92244)  -1.79
C (-0.00087, 1.85446, -2.75210)  0.57
S (-1.23473, 1.57103, -1.55730)  -0.28
C (3.12970, 1.93691, -5.55951)  2.22
C (2.53710, 1.37318, -6.86292)  -1.75
C (4.29135, 1.05905, -5.10764)  -1.68
C (3.62296, 3.37328, -5.79230)  -1.51
N (2.27320, 0.81646, -0.44295)  1.14
N (3.03789, 1.82661, -0.85239)  -0.70
C (4.03827, 2.17468, -0.07597)  0.02
C (4.31733, 1.46117, 1.11892)  -0.22
C (3.50803, 0.44593, 1.55045)  -0.31
C (3.73912, -0.34689, 2.79370)  -1.76
C (2.40077, 0.18457, 0.71400)  0.96
S (1.13246, -0.94912, 1.05967)  -0.52
C (4.90650, 3.33924, -0.50703)  2.01
C (6.34053, 2.82143, -0.70460)  -1.51
C (4.40073, 3.94272, -1.81514)  -1.53
C (4.88055, 4.40620, 0.59758)  -1.80
C (1.00573, -2.18616, -2.17833)  0.38
S (-0.68016, -1.90565, -1.74339)  -0.45
C (5.19716, -2.53580, -2.20410)  2.34
C (5.69673, -3.93304, -2.56968)  -2.29
C (5.83119, -1.49821, -3.13830)  -1.30
C (5.58506, -2.21922, -0.75141)  -1.49
H (1.11011, -5.23492, -3.71516)  0.42
H (-0.26357, -4.11892, -3.71552)  0.41
H (0.16225, -4.99230, -2.24725)  0.37
H (3.31588, -4.38683, -3.15842)  0.67
H (0.88349, 3.48680, -5.52364)  0.46
H (-1.29747, 4.26452, -4.81990)  0.42
H (-1.44005, 4.31563, -3.05942)  0.37
H (-2.25747, 3.04883, -3.96840)  0.40
H (2.17526, 0.35270, -6.72472)  0.35
H (3.30948, 1.35638, -7.63156)  0.48
H (1.71456, 1.98429, -7.23812)  0.38
H (3.96605, 0.03975, -4.90385)  0.26
H (4.76131, 1.44869, -4.20282)  0.06
H (5.04219, 1.02922, -5.89669)  0.57
H (2.87205, 4.00108, -6.27247)  0.42
H (4.48726, 3.34842, -6.45525)  0.49
H (3.92958, 3.85092, -4.86042)  0.14
H (5.18641, 1.73460, 1.70303)  0.54
H (4.58662, 0.04338, 3.35157)  0.47
H (3.94034, -1.39079, 2.54422)  0.36
H (2.85765, -0.33208, 3.43680)  0.39
H (6.37371, 2.02324, -1.44922)  0.17
H (6.77780, 2.44723, 0.22208)  0.41
H (6.97341, 3.63615, -1.05548)  0.47
H (4.38087, 3.19891, -2.61251)  -0.12
H (5.06700, 4.75144, -2.11379)  0.56
H (3.39467, 4.35198, -1.70833)  0.33
H (5.27411, 4.03284, 1.54398)  0.35
H (3.86793, 4.77799, 0.76591)  0.39
H (5.50104, 5.25108, 0.29976)  0.48
H (5.50567, -4.17793, -3.61612)  0.47
H (5.25735, -4.70744, -1.93765)  0.51
H (6.77550, -3.97271, -2.42497)  0.41
H (5.57193, -1.68947, -4.18082)  0.40
H (6.91637, -1.55148, -3.05049)  0.52
H (5.50942, -0.48939, -2.87930)  -0.07
H (5.15003, -2.94162, -0.05692)  0.40
H (5.26097, -1.21621, -0.46912)  0.12
H (6.66879, -2.27013, -0.64954)  0.51
F (-4.24066, -0.27480, 3.83958)  -0.13
C (-3.08068, 0.02566, 4.43925)  0.55
F (-2.45461, -1.12427, 4.72129)  -0.22
F (-3.33786, 0.66402, 5.57135)  -0.27
C (-2.21763, 0.86712, 3.51966)  -0.01
C (-1.79655, 2.14310, 3.88383)  -0.28
C (-0.97909, 2.86478, 3.02986)  -1.22
C (-0.58826, 2.29650, 1.82639)  -0.54
N (-1.00090, 1.07958, 1.47873)  0.87
C (-1.79063, 0.38737, 2.29853)  0.27
S (-2.12484, -1.23255, 1.60984)  -0.12
H (-2.10541, 2.55562, 4.83507)  0.61
H (-0.64290, 3.85780, 3.29217)  0.50
H (0.05535, 2.81007, 1.12407)  0.59
Se (-8.15483, 0.78562, -1.14310)  -0.25
Sb (-6.90308, -0.21214, 0.46399)  0.93
Se (-3.24766, -0.55570, -0.21141)  0.08
Se (-6.75167, -1.95753, 1.91580)  -0.25
Se (-4.55299, 1.18852, 0.46187)  -0.15